A 4-piece molecular cluster, C5H19NO3 overall at a distorted geometry. Source: OMol25; level of theory: ωB97M-V/def2-TZVPD.

Cartesian coordinates (Å):
C (2.1818, -0.6857, 1.6319)
C (0.6937, -0.6184, 1.1761)
C (0.4204, 0.5120, 0.0190)
C (1.7205, 1.3153, -0.1551)
C (-0.7284, 1.4106, 0.4580)
N (0.3352, -1.9306, 0.5478)
H (2.7862, -0.7744, 0.7034)
H (2.3994, 0.1137, 2.3676)
H (2.2304, -1.6690, 2.0819)
H (-0.0862, -0.5017, 1.9798)
H (0.1143, -0.1189, -0.8147)
H (2.4384, 0.9600, -0.9097)
H (2.2403, 1.5836, 0.7912)
H (1.3354, 2.2396, -0.6806)
H (-1.5293, 0.9807, 1.0347)
H (-0.5152, 2.4002, 0.8744)
H (-1.1998, 1.6484, -0.5316)
H (1.0251, -2.0774, -0.1755)
H (0.5727, -2.5602, 1.3050)
H (0.1863, 1.0453, -2.7422)
H (-1.0902, 1.4356, -3.3888)
O (-0.4347, 1.8042, -2.7696)
H (-1.9139, -2.2753, 0.7323)
H (-2.6343, -0.9405, 1.2496)
O (-2.7336, -1.7490, 0.7405)
H (-2.9487, -1.0403, -1.3074)
H (-2.0473, 0.0328, -2.0987)
O (-2.8185, -0.5407, -2.1192)

Cartesian forces, eV/Å:
-1.6 -0.3 -0.1
-0.8 0.5 -1.6
1.3 -1.5 3.8
-1.1 1.8 -1.7
-0.8 0.9 -2.4
0.0 0.6 1.1
0.0 0.6 0.8
0.5 -0.5 -0.7
0.5 -0.2 0.7
1.2 0.2 -0.3
0.2 0.5 -0.4
-0.1 -0.5 0.4
-0.6 -0.1 -0.7
0.7 -0.4 0.7
-0.1 -0.6 0.4
0.6 -0.3 0.2
0.0 0.2 0.8
0.1 -0.3 -0.4
0.0 -0.8 -0.2
0.3 0.2 0.0
0.0 0.4 -0.1
-0.2 -0.5 -0.1
0.2 0.9 0.1
0.5 -0.2 0.0
-0.7 -0.6 -0.2
0.6 0.2 0.4
0.2 -0.2 0.5
-0.9 -0.1 -0.8

As for the net charge: -1. As for the energy: -13124.032 eV. The max |F| is 4.3 eV/Å. For the HOMO energy (spin up / spin down), the calculation gives 0.9 / -6.8 eV. The LUMO energy (spin up / spin down) comes out at 0.1241 / 0.1171 Ha. The spin multiplicity is 2.

***

A 4-piece molecular cluster, C5H19NO3S2 overall at a distorted geometry. Source: OMol25; level of theory: ωB97M-V/def2-TZVPD.

Cartesian coordinates (Å):
S (3.5813, -0.1429, 0.9041)
C (2.4031, 1.3178, 0.7122)
C (1.8325, 1.3169, -0.6869)
C (1.2006, 0.0622, -1.2717)
N (0.0114, -0.4279, -0.6322)
C (-0.1764, -1.8766, -0.8142)
C (-1.4313, -2.3707, -0.1340)
S (-3.0121, -1.6449, -0.8393)
H (4.1164, 0.0022, -0.3159)
H (1.6372, 1.2271, 1.4717)
H (3.0920, 2.1076, 0.9859)
H (2.6586, 1.5153, -1.3813)
H (1.1361, 2.1428, -0.8750)
H (1.9931, -0.6598, -1.3927)
H (0.9064, 0.2470, -2.3030)
H (-0.1385, -0.2681, 0.3487)
H (-0.0754, -2.1343, -1.8492)
H (0.6482, -2.3531, -0.2592)
H (-1.6395, -3.4251, -0.2902)
H (-1.4717, -2.1215, 0.9226)
H (-2.6219, -0.3676, -0.9683)
O (-0.1438, -0.3138, 3.1691)
H (-0.3240, -1.1116, 3.6634)
H (-0.8672, 0.3022, 3.0454)
O (-1.7956, 1.9197, -2.0108)
H (-1.3829, 1.1712, -1.5615)
H (-1.4824, 1.9325, -2.9173)
O (-2.5809, 1.1928, 1.6374)
H (-3.3892, 0.6774, 1.6689)
H (-2.6840, 2.0833, 1.9733)

Cartesian forces, eV/Å:
-0.7 0.2 0.2
0.8 -1.5 0.1
0.0 0.9 -1.3
0.2 0.3 0.1
-1.4 -0.8 -0.2
0.8 0.4 1.5
-1.6 0.9 -0.9
0.4 -0.2 0.0
0.1 0.0 0.0
0.0 -0.2 0.3
-0.5 0.7 -0.4
0.0 0.1 0.1
0.0 0.1 0.5
0.3 -0.8 0.5
0.1 0.5 -0.3
0.7 0.6 0.4
-0.3 -0.2 -0.6
0.1 -0.3 -0.3
0.5 -0.2 0.2
0.4 -0.1 0.1
0.1 -0.1 0.1
1.3 0.3 -0.6
-0.7 0.2 0.1
-0.7 -0.5 0.3
-0.3 0.3 0.2
0.3 -0.2 -0.1
0.1 -0.2 0.0
1.0 -0.5 -0.1
-0.3 0.4 0.1
-0.6 0.0 0.0

As for the energy: -34795.784 eV. As for the SMILES: SCCCNCCS.O.O.O. The calculation puts the energy above the lowest of the compared OMol25 structures with the same formula, charge and spin at 2.8 kcal/mol. The max |F| is 2.0 eV/Å. For the HOMO energy, the calculation gives -8.8 eV. The LUMO energy comes out at 0.0147 Ha. The spin multiplicity is 1.

***

C5H20As3F18N10O5Tl as an isolated structure at a distorted geometry. Source: OMol25; level of theory: ωB97M-V/def2-TZVPD.

Cartesian coordinates (Å):
Tl (0.0065, -0.4477, 0.4476)
As (7.9223, -3.1727, 0.9828)
F (6.3043, -2.3604, 1.0339)
F (7.2847, -4.2565, 2.3243)
F (9.4789, -4.0028, 1.0150)
F (8.4121, -2.0938, -0.3122)
F (8.5626, -1.8780, 2.1786)
F (7.3427, -4.3950, -0.2537)
As (-4.3199, -6.8220, -3.0526)
F (-3.4965, -5.4018, -2.2544)
F (-5.8695, -5.9527, -2.9877)
F (-5.1687, -8.1750, -3.8759)
F (-2.7953, -7.7003, -3.0033)
F (-4.6816, -7.5371, -1.4182)
F (-4.0041, -6.1523, -4.6368)
As (-1.9748, 7.4206, -1.7947)
F (-0.6156, 7.6540, -2.8965)
F (-1.5135, 5.6813, -1.5024)
F (-3.3007, 7.1654, -0.6310)
F (-2.5129, 9.0949, -1.9203)
F (-3.0856, 6.9479, -3.1481)
F (-0.8835, 7.8850, -0.5166)
C (-7.4270, 0.9758, -1.1626)
O (-6.2670, 0.9400, -0.8315)
N (-7.9501, 2.1562, -1.2817)
N (-8.2768, -0.0001, -1.3770)
H (-8.7852, 2.2472, -1.8425)
H (-7.2672, 2.8553, -1.0271)
H (-9.1990, 0.2354, -1.7150)
H (-8.0156, -0.9724, -1.2973)
C (2.6858, -4.6935, -5.2368)
O (2.2961, -4.3672, -4.1811)
N (3.7457, -4.2233, -5.8166)
N (2.1499, -5.6040, -5.9711)
H (3.8971, -4.5388, -6.7640)
H (4.3910, -3.6616, -5.2798)
H (1.2667, -5.9859, -5.6642)
H (2.4716, -5.8242, -6.9028)
C (5.3618, 3.6916, -3.0600)
O (4.4593, 2.8259, -2.9411)
N (5.1724, 4.9532, -3.4830)
N (6.6016, 3.5937, -2.7236)
H (4.2112, 5.2321, -3.6189)
H (5.9281, 5.5967, -3.2958)
H (7.1972, 4.3793, -2.9429)
H (6.9183, 2.7612, -2.2472)
C (2.0547, -2.3445, 7.6939)
O (1.6344, -1.9060, 6.6046)
N (2.0406, -1.7463, 8.8311)
N (2.7767, -3.3754, 7.7591)
H (2.5898, -2.0827, 9.6091)
H (1.4830, -0.9081, 8.9115)
H (2.7086, -3.8654, 8.6396)
H (2.9748, -3.9110, 6.9260)
C (-4.0623, 4.0846, 5.0631)
O (-3.3457, 3.3736, 4.3805)
N (-5.3481, 4.2420, 4.8373)
N (-3.6229, 4.9527, 5.9474)
H (-5.6615, 3.6554, 4.0772)
H (-5.8450, 5.0010, 5.2812)
H (-2.6584, 5.2483, 5.9968)
H (-4.3764, 5.5077, 6.3273)

Cartesian forces, eV/Å:
0.0 0.0 -0.1
-0.8 -0.2 1.1
1.5 -0.7 -0.2
1.0 1.4 -1.6
-1.2 0.8 0.1
-0.2 -0.7 0.6
-1.0 -2.0 -1.4
0.5 1.5 1.4
-0.8 -0.4 1.1
-0.8 -1.3 -0.8
1.1 -0.4 0.1
0.9 1.0 0.9
-0.8 0.6 -0.3
0.3 0.8 -1.6
0.2 -0.1 0.7
-0.7 -0.5 -0.1
-1.1 -0.3 0.3
-0.4 1.5 -0.6
0.7 0.0 -0.6
0.4 -0.9 -0.3
1.4 0.4 1.4
-0.4 -0.2 0.0
0.0 -0.9 0.4
2.6 -1.3 0.6
-1.3 3.2 -0.3
-1.1 -2.4 -0.4
0.3 0.9 0.1
-0.6 0.8 -0.5
0.2 -0.4 0.1
0.0 0.2 -0.1
1.2 -0.6 -1.1
-1.9 1.9 4.8
3.5 1.9 -1.3
-3.3 -3.8 -2.2
0.7 0.7 0.3
0.1 0.0 -0.4
0.0 -0.2 -0.2
-0.3 0.0 0.2
-2.9 -0.4 0.0
1.2 1.1 -0.2
-1.8 0.8 -1.0
3.4 -2.0 1.2
0.3 0.5 -0.1
-0.9 0.4 -0.1
0.4 -0.8 0.4
0.4 0.2 -0.2
-0.9 3.1 -3.7
-0.7 0.2 0.5
-1.8 3.3 3.5
3.0 -6.4 -0.3
-0.2 0.4 -0.2
0.2 -0.2 0.3
0.5 -0.5 -0.4
-0.1 0.0 0.1
1.6 0.5 -1.3
0.5 -1.1 -0.3
-2.2 -1.1 -0.7
0.7 1.4 2.3
-0.8 0.5 0.2
-0.4 -0.4 -0.7
-0.3 -0.2 0.1
1.0 0.4 0.4

As for the energy: -266769.253 eV. The max |F| is 7.1 eV/Å. For the HOMO energy, the calculation gives -11.0 eV. The LUMO energy comes out at -0.3589 Ha. The spin multiplicity is 1.

***

A 6-piece molecular cluster, C5H20BrN10O5 overall at a distorted geometry. Source: OMol25; level of theory: ωB97M-V/def2-TZVPD.

Cartesian coordinates (Å):
Br (9.0197, 8.8970, 9.7772)
C (9.2851, 12.6491, 9.6001)
O (9.3322, 13.8185, 9.3354)
N (8.4533, 11.8281, 8.9389)
N (10.1307, 12.1132, 10.5409)
H (8.6076, 11.9416, 7.9634)
H (8.5513, 10.8863, 9.3009)
H (10.4266, 11.1469, 10.4533)
H (10.8138, 12.7122, 10.9971)
C (4.9697, 7.6977, 9.2569)
O (3.8251, 7.4865, 9.4426)
N (5.2816, 8.8399, 8.5277)
N (6.0416, 6.9316, 9.7794)
H (6.2215, 9.2443, 8.6189)
H (4.5157, 9.4697, 8.3572)
H (5.7006, 6.3343, 10.5316)
H (6.9373, 7.3399, 9.7607)
C (12.1966, 5.9401, 10.3324)
O (12.9053, 5.2040, 10.9341)
N (10.9447, 6.1328, 10.7920)
N (12.5862, 6.5821, 9.2120)
H (10.2813, 6.7749, 10.3544)
H (10.5275, 5.7048, 11.6258)
H (13.5612, 6.5980, 9.0678)
H (12.0922, 7.4871, 9.0925)
C (7.3735, 9.8446, 14.3129)
O (7.2301, 9.4796, 15.4747)
N (6.5880, 9.2672, 13.2687)
N (8.1256, 10.9318, 13.9911)
H (6.1916, 8.3605, 13.5746)
H (7.1153, 9.1179, 12.3765)
H (8.1010, 11.2406, 13.0440)
H (8.8886, 11.1254, 14.5942)
C (11.9073, 8.7227, 6.8744)
O (13.0575, 8.6492, 6.9871)
N (11.3250, 10.0436, 6.9558)
N (10.9421, 7.7033, 6.7849)
H (10.3799, 10.1852, 7.3445)
H (12.0152, 10.6699, 7.3039)
H (10.0878, 7.8910, 7.3847)
H (11.2328, 6.7414, 6.8755)

Cartesian forces, eV/Å:
0.1 -0.9 0.1
1.5 0.9 0.5
0.2 2.2 -0.2
-0.6 -1.2 0.6
0.4 -0.8 0.9
-0.4 0.0 -0.8
-0.3 -0.3 -0.7
-0.4 0.1 0.1
-0.6 0.1 -0.5
3.1 1.7 0.0
-3.2 -1.8 0.9
2.0 -0.3 0.0
-3.1 0.1 -0.8
-0.7 -0.2 -0.1
0.1 -0.2 0.2
0.7 0.3 -0.4
1.2 0.3 0.4
-1.3 0.1 0.9
2.8 -2.4 1.4
-2.9 1.2 -0.2
-2.1 2.0 -0.8
0.5 -0.1 0.0
1.3 0.0 -0.7
1.0 0.1 -0.1
0.8 -0.9 -0.3
-1.6 -0.6 0.6
0.4 -0.1 -0.6
1.4 -0.6 -0.3
-0.7 -0.7 -0.6
0.4 1.1 -0.1
-0.6 0.4 1.0
0.5 0.3 -0.4
0.4 0.3 0.2
-6.2 1.9 1.1
5.1 -1.4 -0.4
-0.9 -1.5 -0.4
-1.1 1.0 0.7
0.9 -0.4 -0.3
0.3 0.5 0.3
1.3 -0.2 -1.1
0.5 0.2 0.1

As for the net charge: -1. As for the energy: -100698.867 eV. The calculation puts the energy above the lowest of the compared OMol25 structures with the same formula, charge and spin at 39.1 kcal/mol. The max |F| is 6.6 eV/Å. For the HOMO energy, the calculation gives -6.9 eV. The LUMO energy comes out at 0.0946 Ha. The spin multiplicity is 1.

***

C5H20FN10O5Ti as an isolated structure at a distorted geometry. Source: OMol25; level of theory: ωB97M-V/def2-TZVPD.

Cartesian coordinates (Å):
Ti (0.8558, -0.4654, 0.2411)
F (2.8702, 0.1655, 1.3208)
C (1.9067, -3.1491, 2.1692)
O (1.4456, -2.8354, 1.0937)
N (2.7740, -2.3964, 2.8134)
N (1.4299, -4.1323, 2.8345)
H (2.9141, -1.4966, 2.3765)
H (3.1729, -2.7308, 3.6789)
H (0.4886, -4.4462, 2.6457)
H (1.8322, -4.0973, 3.7602)
C (-0.9795, 0.1353, 3.0717)
O (-0.2110, 0.6290, 2.1842)
N (-1.6361, 0.8292, 3.8510)
N (-1.2421, -1.0525, 3.2929)
H (-1.3489, 1.7803, 4.0325)
H (-2.3434, 0.4050, 4.4340)
H (-1.7201, -1.2784, 4.1535)
H (-0.6818, -1.8088, 2.9265)
C (1.5280, -0.4032, -3.0294)
O (1.5801, -0.7271, -1.8976)
N (1.4343, 0.7791, -3.5911)
N (1.3509, -1.1800, -4.1044)
H (1.3036, 0.8172, -4.5919)
H (1.2967, 1.6127, -3.0377)
H (1.1992, -2.1511, -3.8718)
H (1.3035, -0.7137, -4.9991)
C (-0.0801, 2.7873, -1.5265)
O (0.1965, 1.7325, -1.0127)
N (0.7670, 3.7075, -1.8685)
N (-1.2609, 3.1951, -1.7310)
H (0.3789, 4.6163, -2.0776)
H (1.7158, 3.6822, -1.5233)
H (-2.0121, 2.6400, -1.3467)
H (-1.3332, 4.1231, -2.1229)
C (-2.1659, -0.3634, -0.9793)
O (-1.5218, -1.3893, -0.7350)
N (-2.7691, 0.3858, -0.1373)
N (-2.2841, 0.1668, -2.1373)
H (-3.0909, 1.2780, -0.4843)
H (-2.8156, 0.2555, 0.8632)
H (-1.4051, 0.1032, -2.6308)
H (-2.8428, 0.9907, -2.3078)

Cartesian forces, eV/Å:
0.7 0.3 1.0
-1.0 -0.7 -0.3
0.0 3.1 -2.0
-0.9 0.9 -2.4
1.5 0.5 0.7
-1.0 -4.2 3.2
0.8 1.1 -0.1
0.1 0.7 -0.3
0.4 -0.1 0.1
-1.1 -1.0 0.3
6.1 3.0 -6.8
-0.9 -1.2 1.0
-4.7 7.5 5.8
-0.7 -9.8 0.5
-0.4 -0.1 -0.2
0.3 0.6 0.1
0.3 -0.3 -0.3
0.0 0.1 -0.6
-1.3 0.0 -3.0
0.4 -1.0 3.1
0.3 5.7 0.5
0.3 -4.1 -0.3
0.0 0.8 0.8
0.3 -0.2 -0.2
0.1 -0.1 -1.0
-0.1 -1.6 0.2
2.0 -2.1 2.2
0.7 -2.1 0.6
4.0 2.9 -1.3
-6.0 1.3 -1.1
0.7 0.0 0.1
-0.1 -0.1 0.0
0.0 0.7 -0.3
-1.2 -0.4 0.3
2.2 -3.4 2.2
0.1 0.4 0.0
-3.1 2.8 4.8
0.7 1.1 -6.7
-0.1 -0.3 0.7
0.3 -0.3 -0.3
-0.3 0.0 -0.7
0.3 -0.3 0.0

As for the energy: -56479.242 eV. The calculation puts the energy above the lowest of the compared OMol25 structures with the same formula, charge and spin at 122.1 kcal/mol. The max |F| is 10.5 eV/Å. For the HOMO energy (spin up / spin down), the calculation gives -2.2 / -7.9 eV. The LUMO energy (spin up / spin down) comes out at 0.0074 / 0.0023 Ha. The spin multiplicity is 4.

***

C5H20N10O5Ti as an isolated structure at a distorted geometry. Source: OMol25; level of theory: ωB97M-V/def2-TZVPD.

Cartesian coordinates (Å):
Ti (17.5513, -8.4049, -0.4590)
C (22.5949, -10.1744, 1.1517)
O (21.7798, -9.2942, 1.0343)
N (23.4547, -10.3222, 2.0592)
N (22.5209, -11.2222, 0.4169)
H (23.5155, -9.6564, 2.8163)
H (24.1652, -11.0151, 1.8719)
H (21.7843, -11.2394, -0.2739)
H (23.0893, -12.0546, 0.4818)
C (13.2873, -6.4565, 3.0944)
O (14.4333, -6.5407, 2.6212)
N (12.9852, -7.1879, 4.1151)
N (12.2952, -5.9718, 2.4439)
H (13.7565, -7.5748, 4.6398)
H (12.0775, -7.2170, 4.5571)
H (12.4044, -5.5402, 1.5373)
H (11.3758, -6.1011, 2.8416)
C (14.5670, -4.1461, -3.9717)
O (15.3753, -4.9373, -3.3718)
N (13.5832, -4.6048, -4.6396)
N (14.7067, -2.8939, -4.1650)
H (13.4284, -5.5944, -4.5104)
H (12.8904, -4.0536, -5.1257)
H (13.9805, -2.4073, -4.6711)
H (15.4882, -2.3377, -3.8490)
C (18.7330, -9.9956, -6.0513)
O (19.1806, -10.1863, -4.9473)
N (18.6681, -8.8105, -6.5950)
N (18.2606, -11.0158, -6.7292)
H (18.6682, -8.0087, -5.9807)
H (18.5508, -8.7337, -7.5952)
H (18.0990, -10.9647, -7.7249)
H (18.4073, -11.9542, -6.3857)
C (12.8238, -12.0513, -1.0029)
O (13.9035, -11.4928, -0.7547)
N (12.7540, -13.1021, -1.7844)
N (11.6458, -11.6282, -0.7187)
H (13.5967, -13.4615, -2.2096)
H (11.9041, -13.6375, -1.8895)
H (11.6240, -10.7057, -0.3079)
H (10.9000, -12.3093, -0.7145)

Cartesian forces, eV/Å:
-0.1 0.0 0.0
-3.3 1.2 -0.9
-1.4 2.5 0.0
4.8 0.4 4.9
-0.9 -4.6 -4.8
0.4 -0.2 -0.3
0.1 0.4 0.8
0.4 0.0 0.0
-0.2 0.3 0.1
4.5 -2.0 -2.5
0.3 1.1 0.1
-0.9 -2.1 4.5
-3.9 2.4 -1.9
-0.2 0.1 -0.1
0.2 0.1 -0.1
0.1 -0.1 0.4
0.0 0.4 -0.5
4.9 -4.0 2.5
-1.5 1.9 -0.6
-4.6 -3.5 -2.1
1.1 5.8 0.0
-0.3 0.2 -0.3
0.2 -0.2 0.2
0.4 0.1 0.2
-0.2 -0.4 0.1
0.8 -1.1 1.8
0.5 0.1 2.4
-0.3 2.8 -1.8
-1.2 -2.6 -2.7
0.3 -0.2 -0.5
-0.2 0.5 0.4
-0.1 0.1 0.2
0.2 0.4 0.2
4.3 0.6 -0.9
-0.7 0.1 0.2
0.8 -3.5 -2.0
-3.5 2.3 2.0
-0.2 0.0 0.4
0.3 0.2 -0.2
-0.7 -0.5 0.4
-0.3 0.9 0.2

As for the net charge: +1. As for the energy: -53755.004 eV. The calculation puts the energy above the lowest of the compared OMol25 structures with the same formula, charge and spin at 162.9 kcal/mol. The max |F| is 6.9 eV/Å. For the HOMO energy (spin up / spin down), the calculation gives -10.8 / -11.6 eV. The LUMO energy (spin up / spin down) comes out at -0.1656 / -0.1206 Ha. The spin multiplicity is 4.